A molecular structure, C85H125BCaN11O25 in a non-equilibrium geometry. Source: the Open Molecules 2025 dataset; level of theory: wB97M-V/def2-TZVPD.

As for the charge: +1. Its HOMO energy is -9.40 eV. As for the maximum force: 8.00 eV Å⁻¹. The HOMO-LUMO gap is 5.5 eV. For the total energy, the calculation gives -176846.5627 eV. Its LUMO energy is -3.91 eV.

Last column: Mulliken charge in e.
Geometry (Å):
Ca (15.697, 17.633, 16.804)  2.445
O (18.813, 14.032, 15.336)  -0.665
C (18.977, 14.632, 16.337)  0.195
O (19.927, 14.384, 17.209)  -0.796
B (19.722, 15.145, 18.465)  1.068
O (18.546, 16.053, 18.060)  -0.081
C (18.148, 15.760, 16.900)  0.654
O (17.236, 16.265, 16.261)  -1.132
O (20.806, 15.847, 19.108)  0.044
C (20.988, 15.415, 20.418)  -0.144
O (21.767, 15.779, 21.145)  -0.165
C (19.873, 14.348, 20.583)  0.551
O (19.173, 14.207, 19.481)  -0.843
O (19.680, 13.759, 21.650)  -0.017
C (16.875, 17.369, 12.132)  -1.515
C (16.255, 18.671, 12.702)  1.513
C (15.889, 19.657, 11.597)  -1.449
C (14.575, 19.291, 10.819)  -0.794
C (13.484, 19.057, 11.838)  -1.459
C (13.820, 18.053, 12.929)  2.016
N (15.087, 18.471, 13.590)  0.191
O (15.275, 17.431, 14.621)  0.631
C (12.680, 18.212, 13.998)  -1.891
C (13.747, 16.592, 12.563)  -1.512
C (17.280, 19.499, 13.566)  -1.593
H (16.275, 16.930, 11.289)  0.181
H (16.976, 16.617, 12.917)  0.357
H (17.871, 17.583, 11.721)  0.497
H (15.722, 20.612, 12.130)  0.431
H (16.694, 19.831, 10.921)  0.521
H (14.801, 18.382, 10.270)  0.345
H (14.173, 20.001, 10.077)  0.466
H (12.652, 18.637, 11.290)  0.380
H (13.139, 20.004, 12.245)  0.450
H (12.693, 17.515, 14.765)  0.063
H (12.621, 19.217, 14.395)  0.300
H (11.780, 18.081, 13.395)  0.634
H (14.329, 15.964, 13.230)  0.044
H (12.712, 16.256, 12.600)  0.531
H (14.127, 16.409, 11.545)  0.345
H (16.772, 20.324, 14.039)  0.470
H (18.108, 19.819, 12.954)  0.615
H (17.735, 18.873, 14.325)  -0.334
H (15.913, 16.789, 14.243)  -0.471
C (20.868, 18.685, 14.276)  -1.667
C (21.888, 17.609, 14.185)  2.129
C (23.173, 17.987, 13.424)  -1.165
C (24.061, 18.853, 14.265)  -0.980
C (24.408, 18.241, 15.631)  -1.083
C (23.161, 17.914, 16.465)  2.116
N (22.328, 17.147, 15.565)  -0.372
O (21.152, 16.617, 16.236)  0.657
C (23.685, 16.992, 17.542)  -2.647
C (22.458, 19.121, 17.096)  -1.704
C (21.319, 16.362, 13.537)  -2.276
H (20.096, 18.432, 15.016)  -0.032
H (20.358, 18.715, 13.263)  0.415
H (21.162, 19.718, 14.456)  0.346
H (23.740, 17.094, 13.130)  0.339
H (22.893, 18.438, 12.444)  0.417
H (23.545, 19.771, 14.430)  0.376
H (25.004, 19.123, 13.740)  0.423
H (24.957, 19.049, 16.138)  0.434
H (24.975, 17.324, 15.535)  0.417
H (23.055, 16.731, 18.383)  0.215
H (24.163, 16.084, 17.216)  0.391
H (24.483, 17.556, 17.984)  0.859
H (22.244, 19.956, 16.403)  0.253
H (21.498, 18.788, 17.511)  0.115
H (23.047, 19.571, 17.892)  0.588
H (20.367, 16.134, 13.998)  0.040
H (22.009, 15.525, 13.610)  0.449
H (21.118, 16.533, 12.471)  0.638
H (21.596, 15.853, 16.640)  0.159
C (27.486, 16.833, 24.552)  -1.299
C (27.035, 18.250, 24.267)  1.862
C (28.075, 18.992, 23.473)  -1.429
C (28.236, 18.561, 22.028)  -0.629
C (26.928, 18.683, 21.345)  -1.576
C (25.833, 17.946, 22.048)  2.627
N (25.809, 18.296, 23.447)  0.003
O (24.718, 17.523, 24.103)  0.092
C (24.551, 18.423, 21.365)  -1.439
C (25.924, 16.410, 21.731)  -1.317
C (26.790, 18.977, 25.562)  -2.090
H (28.440, 16.901, 25.063)  0.552
H (27.830, 16.293, 23.670)  0.383
H (26.896, 16.194, 25.201)  -0.082
H (27.760, 20.049, 23.305)  0.284
H (29.003, 19.008, 23.999)  0.503
H (28.541, 17.494, 22.005)  0.230
H (29.037, 19.129, 21.543)  0.473
H (26.958, 18.395, 20.314)  0.400
H (26.741, 19.759, 21.280)  0.506
H (23.683, 17.923, 21.850)  -0.074
H (24.467, 19.551, 21.453)  0.537
H (24.519, 18.029, 20.336)  -0.240
H (25.791, 15.798, 22.648)  0.007
H (25.172, 16.145, 20.988)  0.123
H (26.879, 16.005, 21.347)  0.310
H (27.708, 18.850, 26.086)  0.458
H (26.010, 18.470, 26.115)  0.375
H (26.503, 20.049, 25.455)  0.362
H (23.918, 18.022, 24.298)  0.129
C (17.887, 19.527, 17.381)  -1.589
C (17.041, 20.392, 18.301)  2.233
C (16.769, 21.653, 17.468)  -1.246
C (15.719, 22.534, 18.032)  -0.742
C (14.421, 21.707, 18.097)  -1.198
C (14.522, 20.397, 18.865)  0.845
N (15.671, 19.669, 18.402)  1.664
O (15.656, 18.362, 18.967)  0.505
C (14.436, 20.629, 20.354)  -1.791
C (13.289, 19.608, 18.404)  -1.886
C (17.836, 20.563, 19.658)  -1.653
H (17.410, 19.466, 16.385)  -0.545
H (18.069, 18.547, 17.807)  -0.341
H (18.861, 19.949, 17.249)  1.045
H (17.727, 22.174, 17.386)  0.519
H (16.553, 21.384, 16.429)  0.022
H (15.623, 23.393, 17.369)  0.514
H (16.028, 22.943, 19.025)  0.356
H (14.222, 21.417, 17.034)  0.209
H (13.619, 22.282, 18.589)  0.507
H (13.505, 21.159, 20.580)  0.481
H (14.404, 19.709, 20.889)  0.394
H (15.260, 21.261, 20.663)  0.370
H (13.023, 18.675, 18.902)  0.387
H (12.414, 20.225, 18.598)  0.545
H (13.243, 19.346, 17.305)  0.077
H (17.957, 19.601, 20.151)  0.199
H (17.295, 21.201, 20.365)  0.384
H (18.805, 21.034, 19.432)  0.503
H (16.104, 18.293, 19.848)  -0.029
C (21.692, 10.997, 23.594)  -1.141
C (22.558, 10.230, 22.620)  2.330
C (23.136, 11.048, 21.449)  -1.467
C (24.416, 11.855, 21.743)  0.640
C (25.418, 10.788, 22.406)  -1.932
C (24.883, 10.013, 23.571)  1.682
N (23.657, 9.366, 23.224)  0.132
O (23.215, 8.492, 24.154)  -0.506
C (25.919, 8.884, 23.781)  -2.060
C (24.909, 10.876, 24.833)  -1.252
C (21.629, 9.112, 22.011)  -1.980
H (21.312, 10.297, 24.319)  0.726
H (20.854, 11.458, 23.078)  -0.176
H (22.161, 11.846, 24.068)  -0.101
H (23.437, 10.346, 20.669)  0.411
H (22.290, 11.619, 21.065)  0.234
H (24.332, 12.681, 22.449)  -0.744
H (24.816, 12.250, 20.812)  0.590
H (26.307, 11.368, 22.685)  0.456
H (25.616, 10.086, 21.624)  0.488
H (26.936, 9.274, 23.860)  0.429
H (25.667, 8.444, 24.754)  0.424
H (25.903, 8.076, 23.032)  0.428
H (24.181, 10.446, 25.534)  0.176
H (25.906, 10.794, 25.267)  0.579
H (24.590, 11.893, 24.640)  0.057
H (21.003, 8.622, 22.781)  0.314
H (22.225, 8.344, 21.535)  0.500
H (20.929, 9.578, 21.315)  0.338
H (22.972, 8.991, 24.974)  0.407
C (17.580, 14.685, 24.854)  -0.815
C (17.565, 16.017, 25.288)  -0.625
C (17.328, 17.034, 24.356)  -0.536
C (17.183, 16.643, 23.054)  -0.198
C (17.152, 15.301, 22.575)  -0.921
C (17.348, 14.355, 23.541)  -0.144
N (16.963, 17.645, 22.075)  1.735
O (17.090, 17.352, 20.885)  -1.391
O (16.568, 18.748, 22.414)  -0.623
H (17.742, 13.910, 25.566)  0.627
H (17.714, 16.318, 26.314)  0.445
H (17.366, 18.081, 24.637)  0.933
H (16.964, 15.050, 21.535)  0.647
H (17.439, 13.350, 23.161)  0.261
C (21.105, 14.205, 25.700)  -0.348
C (21.802, 14.156, 26.910)  -1.286
C (23.190, 14.273, 26.821)  -0.373
C (23.817, 14.425, 25.603)  -1.453
C (23.160, 14.533, 24.401)  1.639
C (21.798, 14.425, 24.477)  0.002
N (25.269, 14.504, 25.633)  1.047
O (25.764, 14.267, 24.557)  -0.453
O (25.854, 14.794, 26.637)  -0.680
H (20.047, 14.125, 25.658)  0.300
H (21.296, 14.199, 27.849)  0.457
H (23.861, 14.230, 27.645)  0.632
H (23.652, 14.704, 23.417)  0.303
H (21.230, 14.523, 23.559)  0.215
C (17.786, 10.002, 22.347)  -0.418
C (17.698, 10.949, 21.311)  -0.384
C (16.581, 10.949, 20.497)  -0.551
C (15.610, 10.014, 20.779)  0.051
C (15.595, 9.145, 21.856)  -0.447
C (16.743, 9.128, 22.633)  -0.790
N (14.356, 10.113, 19.984)  0.948
O (13.443, 9.372, 20.306)  -0.603
O (14.351, 10.883, 19.025)  -0.640
H (18.698, 9.889, 22.900)  0.465
H (18.509, 11.620, 21.143)  0.601
H (16.346, 11.701, 19.747)  0.711
H (14.658, 8.634, 22.085)  0.490
H (16.834, 8.381, 23.415)  0.412
C (11.118, 12.232, 15.798)  -0.571
C (11.044, 13.491, 15.261)  -0.625
C (11.806, 14.492, 15.819)  -0.262
C (12.686, 14.182, 16.814)  0.452
C (12.917, 12.941, 17.319)  -0.710
C (12.015, 11.988, 16.836)  -0.395
N (13.649, 15.140, 17.194)  1.091
O (14.710, 14.825, 17.658)  -0.524
O (13.377, 16.384, 17.008)  -0.424
H (10.470, 11.427, 15.460)  0.406
H (10.474, 13.747, 14.390)  0.465
H (11.855, 15.535, 15.469)  0.318
H (13.663, 12.684, 18.078)  0.595
H (12.121, 10.974, 17.225)  0.406
C (20.856, 18.673, 22.491)  -0.727
C (21.038, 17.767, 23.504)  0.572
C (20.512, 18.028, 24.742)  -0.434
C (19.737, 19.141, 24.846)  -0.580
C (19.521, 20.093, 23.882)  -0.534
C (20.125, 19.845, 22.650)  -0.735
N (19.187, 19.405, 26.185)  1.229
O (19.176, 18.548, 27.008)  -0.634
O (18.732, 20.542, 26.293)  -0.686
H (21.355, 18.374, 21.557)  0.287
H (21.571, 16.852, 23.315)  0.373
H (20.659, 17.396, 25.596)  0.658
H (18.890, 20.945, 24.100)  0.531
H (20.011, 20.536, 21.838)  0.545
C (18.491, 12.818, 10.935)  -0.640
C (19.507, 12.582, 10.041)  -0.327
C (20.801, 12.487, 10.513)  -0.647
C (21.065, 12.721, 11.808)  0.324
C (20.086, 13.025, 12.748)  -0.146
C (18.791, 12.999, 12.277)  -0.483
N (22.461, 12.635, 12.295)  1.019
O (23.268, 11.975, 11.641)  -0.619
O (22.674, 13.325, 13.244)  -0.573
H (17.470, 12.935, 10.558)  0.381
H (19.328, 12.529, 8.959)  0.373
H (21.609, 12.293, 9.858)  0.487
H (20.362, 13.128, 13.796)  0.426
H (17.985, 13.220, 12.981)  0.404